C52H44N2OP2PdS2 | wB97M-V/def2-TZVPD

CARTESIAN COORDINATES (ANGSTROEM)
C -1.345 -3.936 -1.894
C 0.866 1.947 -4.311
H 0.228 -6.909 -3.805
C 5.115 0.640 1.207
H 1.310 1.638 1.652
C 1.762 -4.751 4.041
C -5.273 0.260 2.116
C 0.988 1.836 2.668
C -1.039 -2.880 5.273
H -2.423 2.043 2.499
H 1.604 -4.923 -2.958
P 1.012 0.189 -2.064
H 6.591 2.931 -0.391
C 1.974 -1.820 -3.812
C 6.428 1.382 1.161
P -0.699 -0.272 2.126
C -1.168 -1.895 4.277
H -0.249 2.537 6.248
H -2.931 -2.172 1.901
C 3.338 -0.025 -0.415
C 3.268 -0.674 1.927
H 2.814 -1.229 2.739
H 1.596 3.883 5.295
H -0.228 4.920 -2.113
H -5.365 -1.863 1.811
H -4.860 2.347 2.403
C 0.703 1.767 -2.939
H -0.346 -5.343 -4.392
H 4.765 0.135 3.264
C -4.724 -1.006 1.978
C 3.634 0.950 -2.610
H 1.527 -6.604 5.127
C 0.905 -1.011 -3.437
C -3.066 1.181 2.364
H 2.509 -5.403 5.943
H -3.087 -4.851 -2.175
H 2.908 -1.766 -3.268
N -2.105 -4.947 -2.366
C 1.141 3.095 4.708
H -0.444 -5.685 6.045
C 2.641 -4.898 3.014
H -1.495 -6.938 -2.057
S -2.060 -2.591 -1.171
O 2.419 -3.007 -0.657
C -0.370 -1.779 3.154
C 6.574 1.842 -0.313
H 7.246 0.721 1.454
Pd 0.094 -0.348 -0.012
C 0.261 4.265 -4.097
H -6.346 0.395 2.065
H 2.701 -3.302 -5.174
C 4.925 1.425 -2.300
C -3.350 -1.183 2.041
C 1.600 -2.993 1.878
H 1.161 1.113 -4.937
H -2.287 -6.603 -3.598
H 3.399 -5.671 3.003
C 5.358 1.287 -1.014
C 2.750 -0.786 0.662
C 4.563 0.578 -0.094
C 0.665 -5.241 -2.507
C -1.581 -6.206 -2.868
H 0.770 3.315 -5.955
H 7.500 1.479 -0.762
H -1.972 -1.184 4.403
C 0.106 2.336 5.245
H 6.440 2.223 1.855
C 0.362 -4.950 6.003
H -1.721 -2.894 6.114
C -0.475 1.326 4.499
C -0.427 -2.001 -5.188
C 0.644 3.189 -4.887
C -4.440 1.353 2.306
C 1.578 2.846 3.419
C 0.793 -3.721 3.991
H -1.160 -0.537 -3.815
C -0.223 -5.963 -3.504
H 2.376 3.436 2.985
H -1.371 -2.076 -5.713
H 0.910 -5.904 -1.669
C 2.820 0.288 -1.714
H -1.286 0.756 4.932
C 0.659 -2.772 2.950
C -2.510 -0.092 2.247
S 1.607 -2.165 0.283
H 0.130 2.692 -1.097
C -0.036 -3.787 5.131
C 0.087 4.090 -2.732
H 5.497 1.959 -3.049
H 3.170 -4.126 1.067
C -0.306 -1.130 -4.120
H 0.544 -3.287 -1.692
H 0.087 5.234 -4.546
C 1.851 -2.696 -4.883
H 3.236 1.192 -3.588
C 1.621 -5.535 5.321
H 0.564 -3.446 -6.429
C 2.524 -4.009 1.929
C -0.035 1.058 3.202
N -0.017 -4.055 -2.024
C 0.657 -2.778 -5.581
H 0.556 -4.633 7.028
C 4.425 0.083 2.238
C 0.297 2.844 -2.159

Calculated values
Frontier orbital gap = 0.235 hartree
Energy relative to the best compared isomer or geometry (same formula, charge and spin) = 6.6 kcal per mole
2S+1 = 1

Atomic partial charges in e from the Mulliken method, atoms 1 to 8: number 1, C, carries 0.343; number 2, C, carries -0.385; number 3, H, carries 0.402; number 4, C, carries -0.135; number 5, H, carries 0.303; number 6, C, carries 0.748; number 7, C, carries -0.523; number 8, C, carries -0.462

C52H44N4O9 | wB97M-V/def2-TZVPD

CARTESIAN COORDINATES (ANGSTROEM)
C -4.067 0.313 -4.302
C 1.659 5.072 1.554
C 1.457 -7.124 0.407
C 6.087 2.646 0.335
H -2.766 0.726 -0.187
N -1.369 0.519 2.875
H -0.741 -7.669 -2.114
H -5.756 -3.293 -6.661
C -5.182 2.065 2.016
H -4.594 4.694 3.073
C -5.354 -2.287 -6.696
C 4.576 3.031 0.205
C 0.200 -9.207 -0.943
C -4.959 -1.659 -5.524
C -3.852 1.983 1.374
H -5.397 2.862 2.767
C 2.137 -6.007 1.107
N -2.744 2.861 1.674
H 4.417 3.310 -0.877
C -6.096 0.046 0.766
H 4.926 -4.741 4.578
C 4.446 -5.552 4.042
C 4.626 -6.867 4.462
H 0.113 4.831 0.031
C -3.245 2.377 -3.184
C -4.311 0.289 -6.792
H 3.504 -4.251 2.623
C -0.840 1.098 1.784
H -2.162 5.310 -4.497
C 3.646 -5.276 2.943
C 3.225 -7.636 2.663
C 2.598 -8.757 1.920
C -0.627 3.766 1.790
C -2.554 4.300 -4.460
H 0.596 1.008 0.132
C -4.447 -0.365 -5.567
O 2.816 -9.909 2.241
O -1.266 2.620 -0.170
H 1.358 6.148 1.638
H -4.624 0.167 -8.917
H 3.912 3.856 2.147
C -2.966 4.210 1.944
C 4.162 4.260 1.130
H 7.676 1.222 4.853
H -3.394 1.894 -2.225
H 6.776 3.415 -0.105
N -4.082 4.886 2.210
C -6.266 1.147 1.730
H 3.233 6.099 0.262
C 3.024 -6.316 2.257
C -1.396 2.460 1.267
C 0.223 0.465 1.038
O -4.182 -0.260 -3.235
C 2.922 5.067 0.562
C 8.568 1.423 4.209
H -7.254 1.238 2.239
C 8.555 2.359 3.159
C -4.715 -0.342 -7.965
C -3.712 0.898 0.385
C -5.241 -1.625 -7.916
H -4.661 -0.865 -0.634
O -1.617 6.746 3.289
C -0.837 -0.672 3.204
C -1.709 5.512 3.278
C -2.864 3.636 -5.637
C 7.814 2.053 1.814
H -1.291 -1.148 4.115
H -5.561 -2.112 -8.829
O 8.453 1.486 0.974
H 5.241 -7.080 5.329
C 4.022 -7.907 3.771
C 0.848 -0.832 1.339
C 1.695 -8.447 0.783
C -0.052 -7.887 -1.306
C -3.552 1.704 -4.363
H -5.054 -2.176 -4.577
H -0.167 3.730 2.812
H 3.933 2.140 0.455
H -0.287 -10.018 -1.471
C -4.805 -0.033 0.095
H -1.785 3.427 -0.348
O -1.862 4.876 4.389
C -3.734 1.655 -6.858
O 6.489 2.411 1.707
H -4.467 5.633 1.636
H 0.380 -5.823 -0.925
H 1.111 3.299 0.411
H -2.518 4.198 -2.314
H -6.898 -0.697 0.547
H 1.656 -1.300 0.740
O -3.566 2.203 -7.930
C 0.578 -6.848 -0.636
C -3.373 2.341 -5.593
C -2.752 3.673 -3.233
H 1.969 4.618 2.528
C 0.553 4.180 0.835
C 0.207 -1.468 2.571
H 1.262 -10.516 0.382
H 4.170 -8.929 4.098
H 6.244 1.694 -0.244
H 9.117 3.318 3.329
H 5.080 4.909 1.212
N -1.667 4.809 1.952
H 2.627 4.549 -0.400
H 0.522 -2.470 2.954
C 1.072 -9.487 0.100
H 9.506 0.842 4.434
O 1.964 -4.856 0.750
H -2.713 4.129 -6.590

Calculated values
Frontier orbital gap = 0.242 hartree
2S+1 = 1

Atomic partial charges in e from the Mulliken method, atoms 1 to 8: number 1, C, carries 0.343; number 2, C, carries -0.802; number 3, C, carries 0.162; number 4, C, carries -0.642; number 5, H, carries 0.387; number 6, N, carries -0.313; number 7, H, carries 0.403; number 8, H, carries 0.406

C52H44N6O4S4SbV | wB97M-V/def2-TZVPD

CARTESIAN COORDINATES (ANGSTROEM)
C 4.980 2.574 -4.997
C -2.036 -2.158 1.351
C -1.757 4.541 -2.446
C -3.078 -4.669 -4.331
H -5.869 -5.639 5.970
H -4.859 -1.334 6.100
H 4.371 2.511 1.807
N -1.316 -1.727 0.273
H 7.074 1.602 -6.368
Sb -2.129 3.255 1.978
C -2.835 -3.787 3.937
H -3.596 5.723 -2.341
C -0.650 -1.152 3.158
C 3.754 2.000 -0.226
C -2.371 -4.014 -3.326
C 5.139 1.672 5.143
C -1.950 -2.189 -0.844
N 0.292 -0.388 -1.720
S -0.688 2.387 0.117
H 1.494 2.819 4.567
H 6.154 1.329 5.289
C -0.270 -1.027 4.548
C 4.591 2.669 5.939
H 4.789 0.318 3.520
C 3.277 3.078 5.729
O 5.264 3.302 6.947
C -3.119 -2.943 -0.457
C 2.344 0.943 -2.024
H -4.704 3.649 -1.314
H -3.029 -0.816 -4.151
H -0.442 2.106 -2.972
C -4.529 -5.871 -6.383
C -1.566 -1.946 -2.169
C 0.003 -1.018 -3.906
C 4.363 1.097 4.140
H -3.825 -3.396 -1.133
H 6.666 1.851 7.445
H 4.906 0.271 -2.523
C 2.518 2.499 4.730
H 1.826 2.914 -3.821
C -3.306 2.817 -2.553
C 2.232 0.886 2.834
C -0.493 -1.132 -2.554
C -3.414 -1.544 4.521
H 1.739 0.060 -4.682
H 2.869 3.857 6.360
H -3.077 -5.750 -4.358
V 0.028 -0.123 0.341
C 3.680 3.054 -4.875
C -3.710 -4.275 4.904
H -3.932 -3.348 1.529
C -3.044 4.988 -1.745
H 7.649 2.826 -5.209
O 5.744 3.148 -5.973
H -4.982 -6.308 -5.488
H -3.291 -0.477 4.374
S -4.058 1.378 -2.917
C 2.602 1.156 1.510
H 6.430 1.179 -4.218
H -1.666 1.588 -4.140
C -4.438 -3.384 5.680
H 7.502 3.232 -6.935
C 3.716 1.991 1.128
S -1.238 2.812 4.004
C 0.841 -0.261 4.584
N -3.770 3.734 -1.666
C -4.284 -2.014 5.485
H 7.220 3.081 6.284
C 3.055 1.499 3.917
C -1.168 2.454 -3.713
C -1.743 -1.891 2.695
C 2.836 2.532 -3.913
H -3.531 -6.297 -6.523
N 1.977 0.685 0.394
H -4.556 -5.617 7.174
C -3.762 -3.923 -5.281
H -1.399 5.266 -3.178
C 4.561 1.056 -3.184
H -6.222 -5.238 7.666
N 0.236 -0.472 2.381
H -4.282 -1.966 -5.957
H -1.832 -4.601 -2.592
C 1.148 0.096 3.218
N -2.163 3.304 -3.100
C 6.598 2.908 7.167
H 6.964 3.518 7.989
C 2.655 1.183 -0.680
H -3.804 -5.344 5.039
C -5.491 -5.139 6.866
H -0.409 -1.516 -4.769
C -3.176 -2.915 0.895
C 1.277 0.169 -2.485
H -2.849 5.405 -0.757
H -2.265 -4.485 3.336
H 1.406 0.040 5.450
C 3.259 1.519 -3.052
C 7.061 2.667 -6.118
H -5.144 -6.109 -7.247
C 5.425 1.572 -4.145
C 1.095 -0.219 -3.863
H -0.966 4.335 -1.720
H 3.353 3.840 -5.543
O -4.486 -4.465 -6.305
H 4.449 2.525 -0.860
H -0.786 -1.480 5.379
C -2.333 -2.629 -3.245
C -2.676 -2.426 3.727
C -3.030 -1.898 -4.212
S -2.310 1.134 0.752
O -5.320 -3.757 6.655
C -3.734 -2.533 -5.215
H -0.654 3.005 -4.505

Calculated values
Charge = -1
Frontier orbital gap (alpha / beta) = 0.185 / 0.211 hartree
Energy relative to the best compared isomer or geometry (same formula, charge and spin) = 7.1 kcal per mole
2S+1 = 4

Atomic partial charges in e from the Mulliken method, atoms 1 to 8: number 1, C, carries 0.953; number 2, C, carries 0.226; number 3, C, carries -0.289; number 4, C, carries -0.579; number 5, H, carries 0.330; number 6, H, carries 0.426; number 7, H, carries 0.497; number 8, N, carries 0.361

C52H45BBr2CsN11OS | wB97M-V/def2-TZVPD

CARTESIAN COORDINATES (ANGSTROEM)
C 0.068 3.829 -2.423
H 0.066 -2.172 1.996
C 4.717 -2.753 1.043
H 5.147 -1.829 2.923
H -2.703 -5.138 -1.866
H -3.778 4.046 -2.212
C 1.627 1.683 3.623
Cs 0.628 1.050 0.148
C -0.556 5.068 -2.472
C 1.500 -1.903 -3.921
C -2.082 2.729 -2.224
C -0.694 2.678 -2.305
C -5.727 -0.808 -2.267
H -3.953 -1.019 1.679
C 3.281 -1.151 2.055
C 3.202 0.909 5.210
H 0.862 -4.661 -2.827
C -4.070 -3.415 0.281
H 0.674 -3.280 6.095
H -6.486 -0.149 -2.690
H -3.966 0.050 3.114
H 0.869 2.384 3.269
C 5.278 2.020 -3.767
C -2.861 1.481 -2.121
C -1.718 -4.954 -1.429
C 0.207 5.046 1.073
H 0.484 9.849 -1.227
H -1.662 9.027 -0.290
H -3.067 -4.085 4.181
N -1.539 -2.562 -2.208
C 3.706 -2.092 -4.896
H -5.831 -4.579 0.192
H 4.057 -3.474 -0.883
N 2.877 1.425 -1.415
N -0.692 -1.760 -2.881
S -2.417 0.797 1.499
H 1.148 3.747 -2.465
C -3.948 0.010 2.023
H 1.949 -2.155 -0.745
H 1.895 2.582 5.565
C 0.195 -3.819 -2.734
H -4.790 0.554 1.593
N -3.092 -2.634 -0.240
H -4.995 2.018 -2.590
C 3.841 1.425 -2.077
C 3.599 -0.076 4.323
H -5.021 -4.406 -1.372
H -5.648 -1.699 -2.891
H -5.959 -3.074 -0.722
C 0.041 -3.249 5.216
H -3.649 2.828 1.418
H -6.073 -1.122 -1.280
C -5.286 -3.887 -0.451
H 4.583 -2.692 -5.109
H 2.374 6.203 0.019
C -4.244 1.290 -2.331
H -3.199 2.373 3.107
C 1.497 6.836 -0.036
H 4.373 -0.778 4.593
C -4.435 -0.064 -2.178
C -2.055 -3.701 4.133
H 2.675 -3.699 -3.921
N 5.657 2.596 -4.706
N -3.229 -0.623 -1.891
C 3.851 -2.849 -0.027
C -2.864 2.437 2.069
H 0.031 5.976 -2.537
C 0.433 8.881 -0.743
C 3.668 -0.759 -5.276
H -1.964 3.050 1.983
C 0.364 -2.496 -3.193
C 1.468 -0.563 -4.311
C 2.689 -2.093 0.049
C -3.691 -3.750 1.563
H -0.218 1.709 -2.283
C 0.513 -2.690 4.035
H -1.638 -4.177 6.181
H -3.787 -2.743 -2.339
H 2.520 1.052 -5.244
C 2.632 -2.658 -4.221
C 2.938 -0.129 3.100
C -1.029 -3.814 -2.103
C -1.941 5.135 -2.399
H -1.117 -5.854 -1.555
H 4.515 -0.299 -5.768
H 2.505 8.419 -1.061
C 4.447 -1.910 2.106
H 1.516 -2.285 3.997
N 2.412 -1.274 1.053
C -0.768 8.417 -0.216
C -1.251 -3.751 5.263
N 1.992 0.741 2.763
C -2.441 -3.123 1.745
H -1.854 -4.781 -0.360
C 0.088 3.921 1.565
C 2.543 0.002 -4.977
Br 6.314 -3.776 1.060
C -0.289 -2.636 2.907
Br 4.054 1.017 6.906
O -1.356 0.293 2.431
H 0.596 0.028 -4.062
C 1.563 8.079 -0.646
N -2.272 0.328 -1.847
C 0.293 6.349 0.495
C -2.698 3.978 -2.279
H -1.778 6.803 0.778
C -1.583 -3.152 2.941
N 4.966 1.308 -2.714
C 2.208 1.806 4.883
H -2.435 6.100 -2.417
B -2.946 -2.134 -1.715
C -0.838 7.174 0.391
N -2.099 -2.450 0.655
H -4.239 -4.378 2.247

Calculated values
Charge = -2
Frontier orbital gap = 0.231 hartree
Energy relative to the best compared isomer or geometry (same formula, charge and spin) = 11.3 kcal per mole
2S+1 = 1

Atomic partial charges in e from the Mulliken method, atoms 1 to 8: number 1, C, carries -0.869; number 2, H, carries 0.775; number 3, C, carries -0.346; number 4, H, carries 0.422; number 5, H, carries 0.148; number 6, H, carries 0.295; number 7, C, carries -0.311; number 8, Cs, carries 1.686